Formula: C4H13NO2
Source: the Open Molecules 2025 dataset
Level of theory: ωB97M-V with the def2-TZVPD basis set

CARTESIAN COORDINATES (ANGSTROEM)
1 C -1.82453 0.41080 -2.28256
2 C -0.42642 0.52867 -1.76308
3 C -0.26339 0.02765 -0.23795
4 N 0.08561 0.82361 0.90902
5 C 0.15023 0.03449 2.19950
6 O -1.22104 -0.39160 2.42559
7 H -1.82630 -0.54459 -2.98470
8 H -2.59655 0.15978 -1.47158
9 H -2.26760 1.26559 -2.81201
10 H 0.39896 0.04793 -2.43732
11 H 0.00468 1.55561 -1.71496
12 H 0.62539 -0.68342 -0.24295
13 H -1.10669 -0.58595 0.06784
14 H 0.90769 1.46818 0.75503
15 H 0.62119 0.67713 2.96883
16 H 0.75737 -0.81967 2.10857
17 H -1.82069 0.08962 3.00749
18 O 3.39069 -1.27026 0.82728
19 H 3.93778 -1.59769 0.11349
20 H 2.47365 -1.19587 0.56449

Computed properties:
SMILES = CCCNCO.O
energy above the lowest of the compared OMol25 structures with the same formula, charge and spin = 219.0 kJ/mol
highest occupied orbital energy = -8.56 eV
charge = 0

Atomic charges from the Mulliken analysis, expressed in e, are listed below: -1.002, -0.322, -0.083, -0.407, -0.268, -0.556, 0.202, 0.303, 0.319, 0.323, 0.257, -0.181, 0.238, 0.276, 0.342, 0.272, 0.309, -0.659, 0.302, 0.336